[1]
77
Properties=species:S:1:pos:R:3:forces:R:3 method="wB97M-V/def2-TZVPD" total_charge=0 homo_lumo_gap_ev=8.940 smiles="C[C@@H](COC(=O)CSCOC[C@H](CCCBr)OCCCCS(=O)(=O)O)OC(=O)CS.ClCCCl.ClCCCl" spin_multiplicity=1
C 4.6195 -1.1402 0.6466 0.284 -0.163 -0.088
C 5.1520 -0.4466 -0.6020 -0.059 -0.240 -0.090
C 4.1139 0.3872 -1.3243 -0.162 -0.002 -0.036
O 3.3447 1.1394 -0.3663 0.128 -0.011 0.041
C 2.7251 2.2585 -0.8538 -0.297 -0.359 0.095
O 3.2941 3.2972 -0.9642 0.312 0.443 -0.054
C 1.2708 2.0536 -1.1693 -0.203 0.165 -0.334
S 0.2518 1.9019 0.3251 0.238 -0.043 0.298
C -0.7155 3.4112 0.2409 -0.111 -0.141 0.020
O -1.8281 3.1678 -0.5797 0.045 0.252 -0.172
C -3.0109 3.8788 -0.2936 -0.113 -0.163 -0.040
C -4.2440 2.9192 -0.3738 0.093 -0.061 -0.040
C -5.1844 3.0475 0.8266 0.076 0.234 0.085
C -4.6386 2.7975 2.2379 0.001 -0.074 0.022
C -4.3648 1.3459 2.6316 -0.314 0.181 0.149
Br -2.5408 0.7651 2.3269 0.128 0.029 -0.046
O -3.7454 1.6201 -0.5634 0.112 0.116 0.140
C -4.6545 0.5824 -0.8508 -0.064 -0.199 -0.055
C -3.9716 -0.3260 -1.8632 -0.040 0.046 -0.086
C -2.5651 -0.7540 -1.3957 0.004 -0.070 -0.038
C -2.3402 -2.2503 -1.1712 0.292 0.072 -0.022
S -3.3474 -2.9466 0.1134 0.003 0.071 0.061
O -2.7911 -2.5995 1.3844 -0.282 -0.136 -0.124
O -4.7349 -2.7118 -0.1495 0.080 -0.042 -0.020
O -3.0540 -4.5111 -0.0500 0.275 0.090 0.159
O 6.3775 0.2842 -0.3524 -0.263 -0.001 0.239
C 6.3636 1.6414 -0.2561 -0.057 -0.091 0.217
O 6.6725 2.3176 -1.1890 0.129 0.237 -0.349
C 6.0154 2.3045 1.0666 0.152 -0.028 0.216
S 6.1470 1.3608 2.6047 -0.002 -0.015 -0.017
H 4.1790 -2.0994 0.3631 -0.150 0.132 0.026
H 5.4591 -1.3487 1.3101 -0.064 0.035 0.002
H 3.8672 -0.5562 1.1703 0.059 -0.022 0.030
H 5.4479 -1.2269 -1.3079 0.138 0.151 -0.024
H 3.4351 -0.2828 -1.8600 0.032 -0.007 0.043
H 4.5905 1.0650 -2.0379 0.010 -0.028 0.053
H 0.9276 2.9175 -1.7368 -0.052 -0.073 0.012
H 1.1300 1.1593 -1.7790 0.069 -0.042 0.073
H -1.0188 3.6206 1.2723 -0.025 0.006 -0.022
H -0.0982 4.2385 -0.1256 -0.014 -0.024 0.006
H -2.9458 4.3548 0.6896 -0.018 -0.097 0.063
H -3.1333 4.6818 -1.0279 -0.059 0.011 0.040
H -4.8190 3.2029 -1.2684 -0.077 -0.031 0.061
H -6.0569 2.4022 0.6780 0.044 0.022 -0.096
H -5.5661 4.0760 0.8023 -0.036 -0.061 0.005
H -3.7555 3.4064 2.4461 -0.007 -0.041 -0.036
H -5.4093 3.1563 2.9294 0.040 -0.016 -0.025
H -5.0306 0.6566 2.1141 0.154 -0.029 -0.051
H -4.5177 1.2100 3.6997 0.053 0.015 -0.045
H -4.8833 0.0125 0.0592 -0.018 0.054 -0.033
H -5.6030 0.9618 -1.2539 0.080 0.054 -0.018
H -4.6181 -1.1838 -2.0616 0.074 0.017 0.040
H -3.8790 0.2304 -2.7997 0.000 -0.010 0.048
H -1.8407 -0.4659 -2.1608 0.056 0.002 0.115
H -2.2714 -0.2117 -0.4936 -0.067 0.013 -0.062
H -1.3165 -2.4171 -0.8208 -0.057 -0.022 -0.089
H -2.4724 -2.8313 -2.0884 -0.224 0.017 0.071
H -3.1213 -4.7741 -0.9755 -0.207 -0.094 -0.093
H 6.7159 3.1320 1.1793 -0.109 0.039 -0.114
H 5.0193 2.7335 0.9669 0.048 0.007 -0.029
H 4.8898 0.9092 2.6473 -0.027 -0.028 -0.034
Cl 1.0077 -4.5666 -1.0408 -0.044 -0.091 -0.061
C 2.1635 -5.2622 -2.2073 0.023 -0.052 -0.041
C 3.4874 -4.5412 -2.1884 0.015 -0.004 0.068
Cl 3.3457 -2.8742 -2.8103 -0.007 -0.039 -0.029
H 1.7048 -5.2180 -3.1916 -0.008 0.021 0.005
H 2.3142 -6.3038 -1.9294 0.004 0.009 0.023
H 4.1994 -5.0610 -2.8266 -0.022 0.003 -0.024
H 3.8891 -4.4808 -1.1799 -0.019 0.024 0.009
Cl 2.5732 -2.7799 3.1964 0.033 0.008 -0.006
C 0.9555 -2.0313 3.0737 -0.022 0.020 0.002
C 0.3050 -2.2854 1.7407 -0.099 0.083 0.102
Cl 1.1431 -1.4294 0.4148 0.016 0.000 -0.053
H 1.0704 -0.9659 3.2569 0.030 0.003 -0.008
H 0.3423 -2.4653 3.8610 -0.001 -0.018 -0.011
H -0.7177 -1.9141 1.7684 0.054 -0.028 -0.021
H 0.2951 -3.3456 1.4961 0.018 0.014 -0.004

---

[2]
74
Properties=species:S:1:pos:R:3:forces:R:3 method="wB97M-V/def2-TZVPD" total_charge=+1 homo_lumo_gap_ev=10.452 spin_multiplicity=1
C 1.9534 -0.5322 3.4833 0.158 0.257 -0.281
C 3.0834 -0.2156 2.4916 -0.064 -0.132 -0.017
C 2.5716 0.0401 1.0780 -0.031 -0.072 -0.063
C 1.5366 1.1745 0.9976 0.240 -0.274 -0.010
N 1.9635 2.2934 0.1228 -0.045 -0.172 0.076
N 1.2037 2.3866 -1.1130 0.029 0.461 0.026
C -0.2069 2.8193 -0.8185 -0.293 0.272 -0.120
C -1.1762 2.7927 -2.0010 -0.277 -0.136 0.220
C -2.5547 2.2817 -1.5868 0.207 0.058 -0.292
Br -1.3792 4.5804 -2.7452 0.028 0.051 -0.233
C 1.8844 3.4329 -1.9623 0.361 -0.140 -0.118
C 3.1197 2.8371 -2.5915 -0.236 -0.028 -0.208
N 2.6667 1.9840 -3.6972 0.203 -0.172 0.492
C 1.5623 1.1087 -3.3175 0.164 0.258 -0.276
O 1.9119 -0.1820 -3.7301 0.083 -0.109 -0.132
C 1.0805 -1.2151 -3.2269 0.135 -0.374 -0.083
C -0.4027 -1.0784 -3.5273 -0.169 -0.119 0.132
O -1.1011 -2.0123 -2.7289 -0.134 0.304 -0.092
C -1.3758 -1.5277 -1.4253 -0.195 -0.243 0.362
C -0.3923 -1.9920 -0.3628 0.464 0.408 -0.295
C 1.2913 1.0599 -1.8085 -0.301 -0.268 0.177
H 1.0953 -0.9521 2.9573 0.049 0.295 0.053
H 1.6195 0.3582 4.0105 -0.104 0.032 0.074
H 2.2811 -1.2555 4.2241 0.019 0.001 0.175
H 3.6676 0.6418 2.8250 0.057 0.028 0.108
H 3.7635 -1.0645 2.4526 0.143 0.001 -0.039
H 2.1219 -0.8864 0.7109 0.004 0.006 0.016
H 3.4041 0.2569 0.4087 0.106 0.109 0.019
H 1.3756 1.5818 1.9931 -0.054 0.139 0.022
H 0.5756 0.7633 0.6922 -0.009 0.171 0.033
H 1.8193 3.1760 0.5999 -0.041 0.111 -0.078
H -0.1296 3.8365 -0.4406 0.072 0.037 0.102
H -0.6032 2.2024 -0.0177 0.168 -0.284 0.048
H -0.8131 2.1691 -2.8105 0.152 0.062 -0.054
H -3.1002 3.0464 -1.0422 -0.059 -0.039 0.176
H -2.4523 1.3908 -0.9705 -0.015 0.024 0.040
H -3.1167 2.0182 -2.4791 -0.136 0.078 -0.032
H 2.0933 4.2965 -1.3392 -0.061 -0.001 0.182
H 1.2026 3.7172 -2.7580 -0.171 0.089 0.056
H 3.7242 3.6495 -2.9854 0.089 0.011 -0.067
H 3.7028 2.3039 -1.8383 0.110 0.042 0.114
H 3.4281 1.3729 -3.9728 -0.040 0.012 -0.228
H 0.6755 1.4243 -3.8725 -0.157 0.075 0.052
H 1.2244 -1.3201 -2.1515 0.007 -0.057 -0.079
H 1.4244 -2.1470 -3.6673 0.162 0.042 -0.106
H -0.6094 -1.2812 -4.5750 -0.041 -0.114 -0.060
H -0.7932 -0.0778 -3.3063 0.075 0.088 -0.129
H -2.3816 -1.8580 -1.1602 -0.036 -0.170 -0.100
H -1.4073 -0.4309 -1.4284 -0.119 0.025 -0.100
H 0.4941 -1.3487 -0.3644 -0.081 -0.115 0.063
H -0.0440 -3.0007 -0.5624 -0.216 -0.195 0.114
H -0.8190 -1.9089 0.6277 -0.140 -0.219 0.117
H 2.0904 0.4839 -1.3525 0.177 0.220 0.060
H 0.3633 0.5259 -1.6027 0.100 0.184 0.003
C -4.5929 -0.6871 2.1206 -0.073 -0.039 0.025
C -4.6677 0.4472 1.1179 -0.060 0.039 0.060
O -3.3868 1.0605 1.2592 0.153 -0.175 -0.104
C -2.5225 0.1244 1.7226 -0.449 -0.152 0.191
O -1.3382 0.2426 1.7426 0.118 0.234 -0.053
O -3.1831 -0.9676 2.1382 0.034 0.028 0.022
F -5.6227 1.3489 1.4124 0.091 0.007 0.075
H -4.9081 -0.3530 3.1090 -0.027 0.063 -0.015
H -5.1508 -1.5715 1.8309 0.140 -0.068 -0.053
H -4.7915 0.1281 0.0814 -0.062 0.053 -0.022
C 0.0035 -3.2151 3.3593 0.092 -0.138 -0.131
C 0.1560 -4.3659 4.3341 -0.149 -0.029 -0.028
O -0.8868 -5.2370 3.9394 0.185 -0.098 -0.089
C -1.1590 -5.0144 2.6245 -0.069 0.094 0.074
O -1.8174 -5.7099 1.9344 -0.077 -0.022 -0.026
O -0.5571 -3.8658 2.2148 0.049 0.021 0.135
F -0.0383 -3.9815 5.6157 -0.080 0.025 -0.003
H -0.7018 -2.4748 3.7404 -0.003 0.013 0.098
H 0.9410 -2.7309 3.0994 -0.179 -0.396 -0.074
H 1.1070 -4.8969 4.2681 0.030 0.020 0.097

---

Number 1: E_tot -193474.0345 eV, LUMO 0.0035 Eh. Number 2: E_tot -118729.2905 eV, LUMO -0.0778 Eh.